The following is a quantum chemistry calculation of an isolated molecule of C6H12O, from the Open Molecules 2025 dataset.

Each line ends with the Mulliken charge.
Cartesian coordinates (Å):
H -3.529 -0.128 0.465  0.380
C 2.160 -0.303 -0.446  -0.189
H 0.978 -1.678 0.828  0.249
H -1.167 -0.573 1.302  0.297
O 1.689 -0.961 -1.594  -0.569
H 1.571 1.378 0.897  0.423
C -0.206 0.618 -0.214  -0.847
H -2.478 -0.801 -0.805  0.333
C 1.671 -0.842 0.859  -0.723
C 1.180 0.503 0.379  -0.032
H -1.555 1.144 1.403  0.300
H 2.368 -0.885 1.691  0.268
C -2.641 0.063 -0.146  -1.253
H 1.562 -0.304 -2.295  0.332
H -0.322 1.609 -0.674  0.340
H 3.198 0.022 -0.513  0.334
C -1.393 0.317 0.698  -0.261
H -0.227 -0.097 -1.042  0.336
H -2.861 0.921 -0.794  0.284

Computed properties:
E_HOMO, eV: -9.716
E_LUMO, eV: 0.996
Energy relative to the best compared isomer or geometry (same formula, charge and spin), eV: 1.299
Orbital gap, eV: 10.712

---

The following is a quantum chemistry calculation of a cluster of 2 separate species, C3H6Cl2S in total in a non-equilibrium geometry, from the Open Molecules 2025 dataset.

Each line ends with the Mulliken charge.
Cartesian coordinates (Å):
Cl -1.097 -1.005 1.479  -0.142
H -2.135 0.173 -0.964  0.286
C -1.079 -0.416 -1.196  -0.530
H -1.302 -1.508 -1.263  0.313
H 0.919 1.546 -0.501  0.356
H -0.121 1.466 0.914  0.324
Cl -0.622 0.238 -2.718  -0.159
C 0.699 0.898 0.361  -0.298
C -0.039 -0.445 0.012  -0.439
S 2.022 0.835 1.614  -0.242
H 0.725 -1.240 -0.174  0.393
H 1.298 -0.972 2.165  0.138

Computed properties:
E_HOMO, eV: -9.127
E_LUMO, eV: -0.921
Energy relative to the best compared isomer or geometry (same formula, charge and spin), eV: 3.003
Orbital gap, eV: 8.206

---

The following is a quantum chemistry calculation of a structure of composition C33H26Br4NO3P2RhS, from the Open Molecules 2025 dataset.

Each line ends with the Mulliken charge.
Cartesian coordinates (Å):
H -0.745 -2.876 -1.251  0.105
H 4.546 -1.976 -4.648  0.390
H 3.842 -3.318 0.703  0.400
H 5.356 -1.935 4.453  0.387
C 3.798 -2.620 1.531  -0.150
C 0.710 5.048 1.332  -0.011
C -1.711 0.252 -2.519  -0.567
C -3.558 -1.185 -1.958  -0.236
C -3.982 -1.156 -3.275  -0.809
C -0.978 3.497 0.370  -0.513
H -1.016 -4.180 -0.128  0.469
C -4.276 0.661 0.739  -0.347
C 4.598 -1.323 -2.605  -0.883
H -1.579 0.851 -4.570  0.470
C -4.929 1.212 2.988  -0.510
H 0.964 -2.577 -2.413  0.126
C -5.198 1.192 1.628  -0.769
C -3.725 0.707 3.462  -0.766
C 2.826 -0.688 2.584  -0.423
C 2.855 -1.589 1.529  0.229
H 2.207 -2.779 -4.506  0.445
Br 0.567 7.863 1.214  -0.143
Br -3.341 4.269 -0.932  -0.101
H -3.600 -0.403 -5.248  0.413
Br -2.293 7.389 -0.333  -0.160
H -0.827 0.809 -2.226  0.534
C 4.691 -2.745 2.580  -0.772
H -1.634 -2.384 1.630  0.624
Rh 0.397 0.758 0.320  -0.047
H 1.318 -3.811 -0.069  0.508
N 1.863 1.413 -0.998  -0.383
H -4.482 0.684 -0.323  0.497
P 1.627 -1.438 0.200  1.784
H 5.614 -0.956 -2.660  0.433
O 4.205 1.650 -0.037  -0.500
C -2.801 0.181 2.575  -0.547
C 3.722 -0.816 3.639  -0.695
H 2.126 0.142 2.576  0.221
H -4.126 -1.754 -1.231  0.365
H 4.369 -0.731 -0.562  0.542
C -2.419 -0.478 -1.569  0.512
C 1.988 -2.231 -2.449  -0.350
C 3.997 -1.892 -3.719  -0.515
C -1.280 5.905 0.217  0.344
C 2.591 -1.675 -1.322  0.728
C 0.698 -3.030 0.381  -1.210
C -2.136 0.278 -3.841  -0.929
C -0.724 -3.128 -0.188  -0.457
H -2.780 -2.694 0.344  0.704
H 3.699 -0.100 4.449  0.428
C 0.279 3.703 1.094  0.474
C 3.900 -1.209 -1.413  -0.588
H -4.869 -1.703 -3.567  0.429
H -6.126 1.604 1.253  0.414
Br 2.345 5.225 2.232  -0.102
H -1.852 -0.185 2.954  0.344
C -0.039 6.112 0.906  0.275
C -3.268 -0.424 -4.218  -0.510
O 0.929 2.697 1.472  -0.650
H -3.500 0.736 4.520  0.412
C -1.732 4.639 -0.037  -0.273
H 0.675 -3.229 1.456  0.592
H -5.648 1.633 3.677  0.387
C -1.779 -2.306 0.549  -1.209
C -3.075 0.142 1.209  0.768
H 5.423 -3.542 2.572  0.404
C 4.651 -1.841 3.637  -0.484
S 3.101 2.204 -0.818  0.188
O -1.355 2.314 0.170  0.326
C 2.689 -2.343 -3.640  -0.764
P -1.782 -0.520 0.126  0.702

Computed properties:
E_HOMO (spin up / spin down), eV: -7.040 / -8.281
Spin multiplicity: 5
E_LUMO (spin up / spin down), eV: 0.423 / -1.625
Energy relative to the best compared isomer or geometry (same formula, charge and spin), eV: 1.498
Orbital gap (spin up / spin down), eV: 7.463 / 6.656
Expectation value of S²: 6.032

---

The following is a quantum chemistry calculation of an isolated molecule of C4H8N2, from the Open Molecules 2025 dataset.

Each line ends with the Mulliken charge.
Cartesian coordinates (Å):
H 2.848 -0.358 -0.646  0.270
H -2.658 0.462 -0.280  0.333
H -0.699 1.239 -1.272  0.471
H 0.711 -0.961 1.264  0.323
H 1.990 0.770 0.531  0.231
C 0.606 -0.403 -0.683  -0.126
H 0.535 -0.894 -1.653  0.365
C -0.478 0.617 -0.388  0.105
C -1.790 0.093 0.264  -0.828
H -1.732 -0.981 0.438  0.307
H -1.853 0.583 1.293  0.298
C 1.937 -0.111 -0.108  -0.540
N -0.559 1.180 0.858  -0.608
N 1.143 -1.235 0.380  -0.601

Computed properties:
E_HOMO, eV: -8.770
E_LUMO, eV: 0.859
Energy relative to the best compared isomer or geometry (same formula, charge and spin), eV: 4.884
Orbital gap, eV: 9.629

---

The following is a quantum chemistry calculation of the ion C3H7N2O with charge +1 in a non-equilibrium geometry, from the Open Molecules 2025 dataset.

Each line ends with the Mulliken charge.
Cartesian coordinates (Å):
H 1.232 0.206 -1.309  0.402
N -1.042 -0.833 -0.354  -0.232
O 0.102 -0.277 0.352  -0.094
H -3.036 -0.533 -0.810  0.343
C 1.163 0.072 -0.281  0.271
H 2.265 0.932 1.194  0.338
C -2.347 -0.324 0.009  0.057
H 3.228 0.678 -0.415  0.336
H 2.873 -0.635 0.795  0.346
H -3.534 0.907 0.871  0.286
C 2.460 0.305 0.341  -0.922
N -2.712 0.425 0.957  -0.490
H -0.651 -0.922 -1.350  0.361

Computed properties:
E_HOMO, eV: -14.236
Total charge: +1
E_LUMO, eV: -6.134
Energy relative to the best compared isomer or geometry (same formula, charge and spin), eV: 5.501
Orbital gap, eV: 8.102

---

The following is a quantum chemistry calculation of a cluster of 2 separate species, C3H7O2S in total in a non-equilibrium geometry, from the Open Molecules 2025 dataset.

Each line ends with the Mulliken charge.
Cartesian coordinates (Å):
H -1.147 0.790 -0.643  0.181
H 1.419 -1.887 -0.235  0.256
O -0.666 1.098 1.349  -0.670
O 1.340 1.457 0.386  -0.651
H 0.587 2.503 1.945  0.482
H 0.023 0.221 -1.879  0.225
H 0.397 -2.247 1.152  0.296
C 0.529 -1.567 0.323  -0.506
H -1.654 0.042 -2.235  0.322
S -0.990 -1.596 -0.656  -0.162
C -0.950 0.026 -1.406  -0.676
C 0.442 1.691 1.216  -0.110
H 0.670 -0.530 0.683  0.012

Computed properties:
E_HOMO, eV: -4.146
Total charge: -1
E_LUMO, eV: 3.577
Energy relative to the best compared isomer or geometry (same formula, charge and spin), eV: 0.607
Orbital gap, eV: 7.723